(1)
Formula: C23H22FMoN4O8S
Source: the OMol25 dataset
Level of theory: ωB97M-V/def2-TZVPD

The spin multiplicity is 2. Its expectation value of S² is 0.757. As for the net charge: +2. The value obtained for the LUMO energy (alpha / beta) is -6.43 / -6.53 eV. For the gap between HOMO and LUMO (alpha / beta), the calculation gives 6.874 / 6.994 eV.

Structure (XYZ):
```
60
C23H22FMoN4O8S (ωB97M-V/def2-TZVPD)
Mo -3.28912 -0.45276 2.21435
C 4.08918 1.05304 0.92305
C 3.56958 -0.37876 0.87605
N 2.11338 -0.41446 0.82355
C 1.44448 -0.29746 1.97395
C 0.07598 -0.38126 2.06395
C -0.59142 -0.06656 3.36225
O -0.01192 0.05404 4.40715
O -1.89982 0.09594 3.22025
C -0.68972 -0.72566 0.90345
O -1.93132 -1.02676 0.98675
C 0.01328 -0.66006 -0.35215
C -0.67922 -0.66186 -1.57125
C -0.02182 -0.46236 -2.75755
F -0.75062 -0.45766 -3.88315
C 1.37808 -0.27296 -2.81705
C 2.05568 -0.26326 -1.59535
C 1.41638 -0.45596 -0.37175
N 2.08278 -0.05396 -3.98795
C 3.40018 -0.61816 -4.18435
C 4.33688 0.46394 -4.74075
N 3.57648 1.31454 -5.70725
C 2.45578 0.56484 -6.32985
C 1.41498 0.22824 -5.25475
H 5.17308 1.05074 0.97985
H 3.71638 1.56354 1.80535
H 3.77518 1.61964 0.05085
H 3.89278 -0.90516 1.77435
H 3.97408 -0.92096 0.02205
H 2.01378 -0.11786 2.87725
H -1.74852 -0.81456 -1.58275
H 3.10918 -0.04496 -1.60505
H 3.33818 -1.46346 -4.88075
H 3.80768 -1.01146 -3.25595
H 5.18298 -0.00356 -5.24505
H 4.72218 1.10184 -3.94395
H 4.20668 1.68794 -6.42515
H 3.17218 2.11624 -5.20995
H 2.86088 -0.33526 -6.79405
H 1.99068 1.16414 -7.11475
H 0.81778 -0.61916 -5.61135
H 0.73608 1.07344 -5.11005
O -4.43272 0.42784 3.46065
N -4.40142 0.12964 4.76165
C -4.76622 1.07014 5.64835
C -4.74462 0.80084 6.99135
C -4.34142 -0.46556 7.42365
C -3.95692 -1.41266 6.49865
C -3.98812 -1.10446 5.13485
S -3.63322 -2.23236 3.87235
H -5.07462 2.01604 5.22485
H -5.04322 1.56604 7.68855
H -4.35382 -0.69616 8.47675
H -3.63932 -2.40256 6.79125
O -3.90112 1.50344 -1.29105
C -3.95092 0.89944 -0.26375
O -3.38492 1.09784 0.85915
C -4.77912 -0.51026 -0.17005
O -5.41022 -0.97176 -1.05745
O -4.49762 -0.98136 1.01765
```

***

(2)
Formula: C11H14F5N6ORe
Source: the OMol25 dataset
Level of theory: ωB97M-V/def2-TZVPD

The spin multiplicity is 4. Its expectation value of S² is 3.779. As for the net charge: +3. The value obtained for the LUMO energy (alpha / beta) is -11.46 / -13.03 eV. For the gap between HOMO and LUMO (alpha / beta), the calculation gives 8.426 / 7.011 eV.

Structure (XYZ):
```
38
C11H14F5N6ORe (ωB97M-V/def2-TZVPD)
Re -0.38665 0.18799 0.40335
O 0.43575 0.01220 -1.58894
C -0.01232 0.98510 -2.64549
C -1.36272 0.57571 -3.18179
C -2.38394 0.24139 -2.08300
C -2.65499 1.35327 -1.10542
C -3.59661 2.33552 -1.34459
C -3.84410 3.32215 -0.40160
C -3.15581 3.30918 0.81211
C -2.22398 2.33060 1.02469
N -1.95751 1.38401 0.07326
H 0.98726 -0.69105 -1.96789
H 0.76842 1.00128 -3.40272
H -0.01688 1.94840 -2.13526
H -1.27479 -0.28032 -3.85138
H -1.72547 1.40793 -3.79125
H -2.08604 -0.66651 -1.54315
H -3.33198 -0.02847 -2.55086
H -4.15274 2.30850 -2.27320
H -4.58360 4.08846 -0.60038
H -3.34795 4.04429 1.58171
H -1.67158 2.25940 1.95339
N -3.76460 -2.83904 2.97289
N -2.74979 -2.50465 2.20308
N -1.99797 -3.45670 1.63472
C -1.13630 -2.75555 0.94866
N -1.38350 -1.42624 1.07435
N -2.44431 -1.29102 1.91655
H -3.82615 -3.82235 3.20427
H -4.20317 -2.10080 3.50402
H -0.34819 -3.19757 0.35689
F 1.51894 -0.48598 1.56912
C 0.71806 0.52912 2.11890
F 0.42460 0.29812 3.36147
C 1.40528 1.87893 1.80976
F 2.68302 1.91755 1.80308
F 0.96800 1.95620 0.38221
F 0.85090 2.87848 2.41074
```